(1)
The following is a DFT calculation (ωB97M-V/def2-TZVPD) of 2 unconnected molecules or ions with the total composition CH6SSi at a distorted geometry.

```
! wB97M-V def2-TZVPD RIJCOSX def2/J DEFGRID3
* xyz 0 1
C 0.76 -0.40 -0.48
Si -0.43 0.33 0.80
S 0.46 -2.10 -1.02
H 1.05 0.21 -1.32
H 2.20 -0.50 0.29
H -0.80 -0.72 1.75
H -1.62 0.78 0.07
H 0.25 1.46 1.43
H -0.52 -1.78 -1.86
*
```

## Properties
**Frontier orbital gap**: 9.57 eV

natural (NBO) atomic charge list, values in e, 4 entries:
1 C -0.934
2 Si 0.904
3 S -0.006
4 H 0.227

=====

(2)
The following is a DFT calculation (ωB97M-V/def2-TZVPD) of a molecular structure, CH7BrN3 at a distorted geometry.

```
! wB97M-V def2-TZVPD RIJCOSX def2/J DEFGRID3
* xyz 1 1
C 0.50 -0.62 -0.38
N -0.79 -1.08 -0.22
N 1.44 -1.08 0.43
N 0.10 1.27 0.04
Br 3.32 -0.20 -0.12
H 0.67 -0.27 -1.46
H -0.82 -1.48 0.73
H -1.13 -1.71 -0.91
H 1.42 -1.41 1.37
H 0.95 1.58 0.44
H -0.65 0.87 0.56
H -0.31 1.80 -0.70
*
```

## Properties
**Frontier orbital gap**: 8.84 eV

natural (NBO) atomic charge list, values in e, 4 entries:
1 C 0.334
2 N -0.817
3 N -0.601
4 N -0.905

=====

(3)
The following is a DFT calculation (ωB97M-V/def2-TZVPD) of a single CH7FN3P molecule at a distorted geometry.

```
! wB97M-V def2-TZVPD RIJCOSX def2/J DEFGRID3
* xyz 0 1
C -1.05 -0.47 1.89
N -0.87 -0.41 0.43
P -0.63 0.86 -0.68
F -1.67 0.27 -1.93
N 0.86 0.46 -1.54
N 2.05 -0.65 -1.78
H -1.35 0.54 2.25
H -1.93 -1.13 2.08
H -0.27 -0.87 2.45
H -0.33 -1.19 -0.06
H 1.34 1.22 -1.79
H 1.70 -1.32 -2.49
H 2.10 -1.16 -0.90
*
```

## Properties
**Frontier orbital gap**: 9.97 eV

natural (NBO) atomic charge list, values in e, 4 entries:
1 C -0.394
2 N -0.982
3 P 1.440
4 F -0.608

=====

(4)
The following is a DFT calculation (ωB97M-V/def2-TZVPD) of 2 unconnected molecules or ions with the total composition CH7IN3 at a distorted geometry.

```
! wB97M-V def2-TZVPD RIJCOSX def2/J DEFGRID3
* xyz 1 3
C 0.86 -0.56 0.71
N 0.18 -1.42 -0.11
N -0.49 0.98 0.71
N -0.99 0.93 -0.60
I 2.68 0.23 -0.03
H 0.81 -0.71 1.78
H 0.62 -1.73 -0.96
H -0.40 -2.11 0.34
H 0.09 1.80 0.89
H -0.87 -0.11 -0.85
H -1.99 1.18 -0.59
H -0.51 1.52 -1.31
*
```

## Properties
**Frontier orbital gap (spin up / spin down)**: 6.42 / 6.54 eV
**Expectation value of S²**: 2.009

natural (NBO) atomic charge list, values in e, 4 entries:
1 C -0.255
2 N -0.885
3 N -0.199
4 N -0.615

=====

(5)
The following is a DFT calculation (ωB97M-V/def2-TZVPD) of 2 unconnected molecules or ions with the total composition CH7N2O at a distorted geometry.

```
! wB97M-V def2-TZVPD RIJCOSX def2/J DEFGRID3
* xyz 1 1
O -2.34 0.02 0.66
H -0.42 -0.42 0.15
H -2.77 0.79 1.06
H -3.06 -0.56 0.37
N 0.52 -0.16 0.52
C 1.41 0.25 -0.66
N 1.45 -0.59 -1.55
H 0.95 -0.85 1.13
H 0.39 0.67 1.11
H 1.89 1.27 -0.39
H 1.97 -0.42 -2.40
*
```

## Properties
**Frontier orbital gap**: 12.32 eV

natural (NBO) atomic charge list, values in e, 4 entries:
1 O -0.989
2 H 0.495
3 H 0.500
4 H 0.504

=====

(6)
The following is a DFT calculation (ωB97M-V/def2-TZVPD) of 2 unconnected molecules or ions with the total composition CH7N2O2 at a distorted geometry.

```
! wB97M-V def2-TZVPD RIJCOSX def2/J DEFGRID3
* xyz 1 1
C -0.41 -0.37 -0.50
N 0.79 0.64 0.99
N 0.33 -0.21 -1.57
O -1.46 0.45 -0.25
O -0.50 -1.64 -0.03
H 1.65 0.93 0.73
H 0.30 1.43 1.33
H 1.18 -0.87 -1.80
H 0.92 0.14 1.73
H 0.78 0.64 -1.40
H -2.42 0.34 0.07
H -1.17 -1.49 0.70
*
```

## Properties
**Frontier orbital gap**: 12.19 eV

natural (NBO) atomic charge list, values in e, 4 entries:
1 C 0.981
2 N -0.959
3 N -0.775
4 O -0.728

=====

(7)
The following is a DFT calculation (ωB97M-V/def2-TZVPD) of 2 unconnected molecules or ions with the total composition CH7N3O at a distorted geometry.

```
! wB97M-V def2-TZVPD RIJCOSX def2/J DEFGRID3
* xyz 0 1
C 1.47 0.30 0.19
N -2.07 -0.47 -0.24
N 0.28 0.99 -0.19
N -1.29 0.10 0.66
O 1.38 -1.06 -0.14
H 2.30 0.77 -0.36
H 1.71 0.33 1.27
H -2.60 0.19 -0.78
H -1.78 -1.31 -0.74
H 0.20 1.88 0.27
H -0.72 -0.61 1.13
H 1.11 -1.11 -1.07
*
```

## Properties
**Frontier orbital gap (spin up / spin down)**: 8.91 / 8.91 eV

natural (NBO) atomic charge list, values in e, 4 entries:
1 C 0.059
2 N -0.581
3 N -0.644
4 N -0.277

=====

(8)
The following is a DFT calculation (ωB97M-V/def2-TZVPD) of a molecular structure, CH7N3O2.

```
! wB97M-V def2-TZVPD RIJCOSX def2/J DEFGRID3
* xyz 0 1
C 1.66 0.85 0.14
N 0.67 -0.19 0.04
O 0.59 -0.59 -1.32
H 0.14 -1.44 -1.28
H 0.14 -0.98 0.96
H 1.43 1.67 -0.55
H 2.66 0.48 -0.09
H 1.62 1.22 1.16
N -2.14 0.00 -0.10
N -1.21 0.15 0.82
O -0.96 -1.06 1.39
H -2.27 -0.92 -0.51
H -2.33 0.82 -0.65
*
```

## Properties
**Frontier orbital gap (spin up / spin down)**: 8.42 / 8.42 eV

natural (NBO) atomic charge list, values in e, 4 entries:
1 C -0.443
2 N -0.256
3 O -0.582
4 H 0.468

=====

We obtain energy relative to the best compared isomer or geometry (same formula, charge and spin) values of 2.820 2.203 2.102 0.449 1.635 3.173 4.735 5.608 eV for the records listed above, in that order.